Here is a molecular structure, C2H4FNO in a non-equilibrium geometry from OMol25. Energies are from ωB97M-V with the def2-TZVPD basis set.

```
9
Properties=species:S:1:pos:R:3:forces:R:3
C -1.487939 -0.411951 -0.093318 4.3 0.6 -0.6
C 0.951643 0.592211 -0.022685 2.5 0.2 2.8
N 0.339384 -0.502594 -0.595438 -5.5 -3.0 0.3
O -1.886075 0.641998 0.153830 -0.9 1.3 0.0
F 0.531372 -1.732370 0.219411 0.6 1.2 -0.3
H -1.942517 -1.352562 0.130326 0.0 -1.2 -0.3
H 2.018578 0.490367 -0.311365 -0.2 0.2 0.7
H 0.654630 1.420618 -0.576706 -1.0 1.5 -1.1
H 0.820926 0.854283 1.095941 0.1 -0.7 -1.6
```
Positions in Å, forces in eV/Å.

Results
**Maximum force**: 6.28 eV/A
**HOMO energy**: -9.4 eV
**ΔE to the lowest compared entry with this formula, charge and spin**: 434.58 kJ/mol
**Molar mass**: 77.058 g/mol
**Kohn-Sham gap**: 10.07 eV